1.
DFT (ωB97M-V/def2-TZVPD) results for C34H38F6N10PSV as an isolated structure.

Energy relative to the best compared isomer or geometry (same formula, charge and spin)   20.7 kJ/mol
Total charge   +3
2S+1   4
Calculated total energy   -112876.68291 eV
Gap between HOMO and LUMO (spin up / spin down)   6.75 / 4.87 eV

Structure (XYZ):
```
91
C34H38F6N10PSV (ωB97M-V/def2-TZVPD)
V -2.32 0.79 1.46
C -3.61 -3.35 1.86
C -3.50 -2.03 1.42
N -2.54 -1.24 1.91
C -1.69 -1.76 2.83
C -1.81 -3.08 3.22
N -2.77 -3.87 2.74
C -0.77 -0.77 3.41
C 0.22 -1.00 4.35
C 0.94 0.09 4.86
C 0.55 1.38 4.47
C -0.46 1.54 3.55
N -1.05 0.47 2.99
C -1.24 2.78 3.29
C -0.97 4.03 3.79
N -1.90 4.99 3.79
C -3.09 4.69 3.31
C -3.36 3.46 2.72
N -2.43 2.51 2.69
C 2.01 -0.11 5.85
C 3.13 0.72 5.86
C 4.10 0.50 6.82
N 4.02 -0.45 7.75
C 2.94 -1.22 7.74
C 1.91 -1.10 6.82
H -4.41 -3.98 1.49
H -4.17 -1.62 0.68
H -1.13 -3.52 3.94
H 0.45 -2.00 4.67
H 1.00 2.25 4.94
H 0.00 4.28 4.21
H -3.86 5.45 3.37
H -4.32 3.24 2.28
H 3.26 1.50 5.12
H 4.99 1.12 6.85
H 2.89 -1.98 8.52
H 1.05 -1.75 6.89
F -4.37 0.91 1.44
P -4.58 1.39 -0.24
F -5.51 0.15 -0.41
F -4.53 1.76 -1.74
F -3.36 2.47 0.13
F -3.20 0.36 -0.43
F -5.67 2.39 0.20
C 0.87 2.77 -5.43
C -0.38 2.27 -6.14
C -1.24 1.38 -5.24
C -0.67 -0.04 -5.15
N -0.98 -0.62 -3.83
C -0.72 -1.82 -3.35
S -1.37 -2.16 -1.74
N -0.05 -2.80 -3.92
C 0.86 -2.80 -5.10
C 2.30 -2.52 -4.70
C 2.83 -3.43 -3.59
C 4.35 -3.36 -3.48
H 1.50 3.36 -6.10
H 1.49 1.95 -5.05
H 0.60 3.42 -4.59
H -0.11 1.73 -7.04
H -0.98 3.12 -6.47
H -2.26 1.34 -5.60
H -1.27 1.82 -4.23
H 0.42 -0.02 -5.27
H -1.09 -0.67 -5.93
H -1.57 -0.06 -3.24
H -0.01 -3.64 -3.37
H 0.50 -2.08 -5.83
H 0.76 -3.79 -5.54
H 2.41 -1.47 -4.41
H 2.90 -2.67 -5.60
H 2.53 -4.46 -3.79
H 2.37 -3.14 -2.63
H 4.82 -3.78 -4.36
H 4.71 -3.92 -2.62
H 4.69 -2.32 -3.39
N 0.82 2.38 -0.80
C -0.38 2.32 -0.21
N -0.58 1.15 0.38
C 0.58 0.39 0.14
C 0.91 -0.92 0.49
C 2.16 -1.38 0.11
C 3.05 -0.57 -0.62
C 2.72 0.72 -0.99
C 1.46 1.17 -0.60
H 1.17 3.18 -1.30
H -1.09 3.13 -0.23
H 0.23 -1.56 1.03
H 2.46 -2.38 0.37
H 4.03 -0.96 -0.88
H 3.41 1.34 -1.55
```

Quick look at the Mulliken charges, all values in e:
1. V -0.045
2. C -0.573
3. C -0.344
4. N 0.805
5. C 0.322
6. C -0.160
7. N -0.516
8. C -0.160
9. C -0.806
10. C 0.732
11. C -1.203
12. C 0.265
13. N 0.290
14. C 0.302
15. C -0.219
16. N -0.467
17. C -0.621
18. C -0.059
19. N 0.427
20. C 0.350
21. C -0.557
22. C -0.459
23. N -0.509
24. C -0.474
25. C -0.599
26. H 0.459
27. H 0.491
28. H 0.434
29. H 0.718
30. H 0.691
31. H 0.441
32. H 0.448
33. H 0.459
34. H 0.493
35. H 0.383
36. H 0.389
37. H 0.492
38. F -0.365
39. P 1.531
40. F -0.354
41. F -0.334
42. F -0.312
43. F -0.343
44. F -0.289
45. C -0.983
46. C -0.713
47. C -0.561
48. C -0.532
49. N 0.062
50. C 0.540
51. S -0.040
52. N -0.078
53. C -1.123
54. C -0.161
55. C -0.130
56. C -1.503
57. H 0.385
58. H 0.224
59. H 0.225
60. H 0.356
61. H 0.379
62. H 0.456
63. H 0.108
64. H 0.296
65. H 0.405
66. H 0.034
67. H 0.365
68. H 0.327
69. H 0.471
70. H 0.079
71. H 0.478
72. H 0.381
73. H 0.093
74. H 0.437
75. H 0.383
76. H 0.323
77. N 0.057
78. C -1.113
79. N 1.225
80. C 0.481
81. C 0.090
82. C -1.399
83. C -0.635
84. C -1.196
85. C 0.303
86. H 0.290
87. H 0.638
88. H 0.453
89. H 0.564
90. H 0.577
91. H 0.533


2.
DFT (ωB97M-V/def2-TZVPD) results for C34H38F6N10PSV as an isolated structure.

Energy relative to the best compared isomer or geometry (same formula, charge and spin)   110.0 kJ/mol
Total charge   +3
2S+1   4
Calculated total energy   -112875.75725 eV
Gap between HOMO and LUMO (spin up / spin down)   6.35 / 4.57 eV

Structure (XYZ):
```
91
C34H38F6N10PSV (ωB97M-V/def2-TZVPD)
V 0.21 -1.79 1.83
C -2.65 1.44 1.75
C -2.13 0.15 1.69
N -0.92 -0.12 2.17
C -0.21 0.90 2.73
C -0.75 2.17 2.77
N -1.96 2.44 2.27
C 1.05 0.46 3.38
C 1.99 1.19 4.08
C 3.06 0.52 4.69
C 3.03 -0.89 4.74
C 2.02 -1.55 4.08
N 1.16 -0.87 3.32
C 1.58 -2.97 4.15
C 2.02 -3.91 5.06
N 1.39 -5.07 5.23
C 0.33 -5.31 4.48
C -0.10 -4.41 3.51
N 0.51 -3.24 3.35
C 4.18 1.26 5.28
C 5.49 0.84 5.07
C 6.52 1.59 5.59
N 6.32 2.70 6.30
C 5.07 3.10 6.51
C 3.97 2.42 6.02
H -3.64 1.66 1.37
H -2.70 -0.66 1.26
H -0.22 2.99 3.23
H 1.93 2.27 4.14
H 3.78 -1.42 5.31
H 2.89 -3.72 5.68
H -0.19 -6.24 4.65
H -0.94 -4.64 2.87
H 5.70 -0.05 4.48
H 7.56 1.31 5.43
H 4.95 4.01 7.10
H 2.97 2.78 6.24
F 1.26 -0.83 0.76
P 2.60 -4.24 0.69
F 2.40 -3.46 -0.66
F 2.71 -4.98 2.09
F 3.02 -2.92 1.39
F 1.08 -4.62 0.66
F 3.64 -5.17 0.07
C -4.39 0.19 -7.04
C -4.33 1.41 -6.12
C -4.42 1.07 -4.63
C -3.24 0.27 -4.10
N -2.00 1.06 -4.14
C -1.25 1.45 -3.13
S -1.57 0.87 -1.51
N -0.23 2.27 -3.33
C 0.61 2.86 -2.27
C -0.06 4.06 -1.59
C -0.08 5.35 -2.42
C -0.96 5.31 -3.66
H -4.38 0.50 -8.08
H -5.30 -0.39 -6.87
H -3.54 -0.48 -6.90
H -5.18 2.06 -6.36
H -3.44 2.00 -6.34
H -5.32 0.48 -4.45
H -4.51 1.99 -4.05
H -3.09 -0.63 -4.70
H -3.41 -0.03 -3.07
H -1.79 1.46 -5.05
H -0.14 2.68 -4.25
H 1.55 3.15 -2.73
H 0.80 2.09 -1.53
H 0.49 4.25 -0.66
H -1.08 3.78 -1.31
H 0.95 5.61 -2.70
H -0.43 6.15 -1.76
H -0.50 4.76 -4.49
H -1.14 6.32 -4.03
H -1.94 4.87 -3.45
N -2.49 -3.56 -0.88
C -1.99 -3.18 0.29
N -0.89 -2.45 0.17
C -0.66 -2.34 -1.22
C 0.32 -1.68 -1.96
C 0.25 -1.78 -3.34
C -0.78 -2.49 -3.98
C -1.76 -3.14 -3.26
C -1.67 -3.05 -1.88
H -3.31 -4.14 -1.02
H -2.46 -3.44 1.23
H 1.12 -1.13 -1.49
H 1.01 -1.30 -3.94
H -0.79 -2.54 -5.06
H -2.55 -3.70 -3.75
```

Quick look at the Mulliken charges, all values in e:
1. V 0.520
2. C -0.490
3. C -0.321
4. N 0.490
5. C 0.330
6. C -0.269
7. N -0.491
8. C -0.326
9. C -0.245
10. C 0.520
11. C -0.798
12. C 0.118
13. N 0.289
14. C 0.392
15. C -0.333
16. N -0.483
17. C -0.582
18. C -0.073
19. N 0.390
20. C 0.212
21. C -0.493
22. C -0.458
23. N -0.519
24. C -0.473
25. C -0.516
26. H 0.475
27. H 0.445
28. H 0.426
29. H 0.678
30. H 0.753
31. H 0.420
32. H 0.450
33. H 0.308
34. H 0.495
35. H 0.388
36. H 0.387
37. H 0.491
38. F -0.580
39. P 0.916
40. F -0.355
41. F -0.380
42. F -0.045
43. F -0.113
44. F -0.220
45. C -1.126
46. C -0.393
47. C -0.829
48. C -0.515
49. N 0.064
50. C 0.099
51. S 0.222
52. N -0.091
53. C -0.895
54. C -0.194
55. C -0.731
56. C -0.953
57. H 0.375
58. H 0.307
59. H 0.255
60. H 0.349
61. H 0.283
62. H 0.372
63. H 0.277
64. H 0.206
65. H 0.365
66. H 0.299
67. H 0.309
68. H 0.586
69. H 0.164
70. H 0.409
71. H 0.199
72. H 0.329
73. H 0.364
74. H 0.206
75. H 0.392
76. H 0.236
77. N -0.063
78. C -1.058
79. N 0.963
80. C -0.108
81. C -0.287
82. C -1.086
83. C -0.683
84. C -1.122
85. C 1.308
86. H 0.288
87. H 0.511
88. H 0.445
89. H 0.568
90. H 0.544
91. H 0.515


3.
DFT (ωB97M-V/def2-TZVPD) results for C34H38IN3P2S3TeZr as an isolated structure in a non-equilibrium geometry.

Energy relative to the best compared isomer or geometry (same formula, charge and spin)   73.2 kJ/mol
Total charge   +2
Calculated total energy   -108089.65814 eV
Gap between HOMO and LUMO   6.10 eV

Structure (XYZ):
```
83
C34H38IN3P2S3TeZr (ωB97M-V/def2-TZVPD)
Zr -1.35 -1.11 -1.35
C 3.18 -1.15 5.60
S 2.26 -2.06 4.32
C 1.75 -0.70 3.34
C 2.80 -0.17 2.43
C 2.20 0.83 1.39
N 1.14 0.27 0.55
P -0.45 0.80 0.56
C -0.90 0.80 2.27
C -1.39 -0.37 2.90
C -1.54 -0.43 4.28
C -1.14 0.67 5.04
C -0.67 1.88 4.43
C -0.67 1.96 3.07
C -0.48 2.53 0.14
C -1.68 3.26 0.17
C -1.71 4.60 -0.22
C -0.50 5.27 -0.50
C 0.66 4.55 -0.44
C 0.69 3.17 -0.22
P 1.27 -0.65 -0.88
C 1.96 0.41 -2.25
C 3.33 0.59 -2.32
C 3.84 1.34 -3.31
C 3.05 1.82 -4.33
C 1.71 1.42 -4.40
C 1.12 0.77 -3.30
C 2.29 -2.13 -0.69
C 2.45 -2.87 0.48
C 2.98 -4.15 0.46
C 3.14 -4.76 -0.80
C 3.00 -4.03 -1.96
C 2.65 -2.72 -1.87
H 4.00 -0.56 5.26
H 3.66 -1.84 6.27
H 2.55 -0.46 6.14
H 1.32 0.21 3.89
H 0.96 -1.02 2.73
H 3.31 -0.92 1.85
H 3.58 0.38 3.06
H 3.08 1.17 0.78
H 1.74 1.70 1.80
H -1.63 -1.27 2.28
H -1.93 -1.32 4.74
H -1.14 0.59 6.14
H -0.38 2.76 5.05
H -0.26 2.82 2.61
H -2.66 2.85 0.47
H -2.66 5.08 -0.31
H -0.52 6.30 -0.60
H 1.56 5.15 -0.56
H 1.66 2.70 -0.14
H 3.96 0.15 -1.57
H 4.89 1.60 -3.36
H 3.52 2.34 -5.12
H 1.07 1.78 -5.25
H 0.00 0.59 -3.28
H 2.14 -2.55 1.45
H 3.31 -4.76 1.27
H 3.46 -5.82 -0.82
H 3.14 -4.48 -2.95
H 2.50 -2.21 -2.77
Te -0.92 -3.30 0.60
C -2.95 -2.78 0.31
C -3.52 -1.47 0.24
C -4.83 -1.51 -0.21
C -5.30 -2.73 -0.49
S -4.09 -3.90 -0.31
H -2.96 -0.62 0.66
H -5.44 -0.56 -0.22
H -6.28 -2.96 -0.77
I -0.81 -2.60 -3.73
C -2.71 -1.90 -3.05
H -3.21 -1.48 -3.88
H -3.37 -2.72 -2.79
N -4.83 0.09 -3.04
C -3.87 1.02 -3.17
N -3.86 1.90 -4.23
S -2.44 1.12 -2.15
H -5.40 -0.08 -3.83
H -4.77 -0.70 -2.36
H -4.67 2.07 -4.85
H -3.01 2.50 -4.40
```

Quick look at the Mulliken charges, all values in e:
1. Zr -0.841
2. C -1.066
3. S 0.058
4. C 0.699
5. C -1.130
6. C -1.048
7. N 0.774
8. P 2.083
9. C 0.611
10. C 0.442
11. C -0.907
12. C -0.497
13. C -0.844
14. C -0.776
15. C 0.347
16. C -0.309
17. C -0.784
18. C -0.784
19. C -1.010
20. C -0.517
21. P 0.299
22. C 0.826
23. C -0.378
24. C -0.630
25. C -0.747
26. C -0.856
27. C 0.327
28. C 1.557
29. C -0.662
30. C -1.179
31. C -0.492
32. C -0.917
33. C -1.650
34. H 0.332
35. H 0.428
36. H 0.291
37. H 0.271
38. H -0.770
39. H 0.255
40. H 0.584
41. H 0.318
42. H 0.823
43. H -0.175
44. H 0.499
45. H 0.398
46. H 0.407
47. H 0.459
48. H 0.488
49. H 0.497
50. H 0.555
51. H 0.437
52. H 0.396
53. H 0.502
54. H 0.406
55. H 0.487
56. H 0.336
57. H 0.228
58. H 0.681
59. H 0.557
60. H 0.381
61. H 0.436
62. H 0.719
63. Te 0.156
64. C 0.061
65. C 0.180
66. C -1.669
67. C -0.330
68. S -0.089
69. H 0.770
70. H 0.607
71. H 0.498
72. I 0.011
73. C -1.358
74. H 0.749
75. H 0.558
76. N -0.286
77. C 0.677
78. N -0.401
79. S -0.126
80. H 0.240
81. H 0.054
82. H 0.238
83. H 0.236